Record 1
Below is a structure of composition C47H73IrN8O5PSSi, with properties calculated with ωB97M-V/def2-TZVPD.

Summary:
F_max   0.9 eV/Å
Energy above the lowest of the compared OMol25 structures with the same formula, charge and spin   258.3 kJ/mol
Net charge   +2
Gap between HOMO and LUMO (spin up / spin down)   6.358 / 4.976 eV
HOMO level (spin up / spin down)   -11.6976 / -11.6963 eV
Spin multiplicity   2
Total energy   -3782.1401 a.u.
Lowest unoccupied orbital energy (spin up / spin down)   -0.196 / -0.247 Eh

Cartesian coordinates (Å):
Ir (-0.296, -1.176, -1.322)
S (1.561, -0.143, -0.534)
P (-2.873, 2.873, 0.107)
Si (3.024, -0.322, 1.133)
O (2.293, -0.586, 2.533)
O (3.756, 1.095, 1.110)
O (-2.259, -1.066, -0.909)
O (-1.398, -4.088, -2.071)
O (3.949, -1.560, 0.602)
N (-0.268, -2.172, 0.525)
N (1.985, -4.736, -2.353)
N (-1.020, -1.510, -3.229)
N (-2.179, -2.102, -4.957)
N (-1.064, -3.055, 2.347)
N (-0.670, 0.853, -2.219)
N (0.639, -2.981, -1.914)
N (3.002, -2.717, -1.885)
C (0.319, 1.529, -2.818)
C (0.897, -0.096, 4.412)
C (-4.387, 1.961, 0.610)
C (-1.220, 2.738, -4.178)
C (-3.403, -2.061, -2.789)
C (-2.298, 5.587, -0.055)
C (-1.580, 2.649, 1.462)
C (-5.191, 1.542, -0.452)
C (5.866, -2.880, 0.105)
C (-6.797, 0.580, 1.049)
C (-3.310, -1.715, -1.430)
C (0.084, 2.481, -3.793)
C (-3.499, 4.653, 0.102)
C (-2.245, 2.044, -3.558)
C (3.139, -1.120, 4.732)
C (-0.199, -4.084, -2.137)
C (5.060, -2.251, 1.235)
C (-1.284, -2.166, 1.375)
C (4.490, -3.322, 2.149)
C (-2.229, -1.891, -3.629)
C (2.333, -0.118, 3.919)
C (-1.933, 1.118, -2.583)
C (-5.672, -2.809, -2.455)
C (3.215, -5.497, -2.476)
C (1.916, -3.443, -2.025)
C (-4.320, 5.060, 1.326)
C (-6.389, 0.876, -0.241)
C (-5.556, -2.512, -1.097)
C (-4.822, 1.661, 1.903)
C (-6.007, 0.973, 2.121)
C (0.142, -3.667, 2.127)
C (-4.393, -1.973, -0.587)
C (-4.389, 4.770, -1.140)
C (5.591, 2.589, 0.956)
C (3.394, 3.097, -0.143)
C (4.406, 2.013, 0.197)
C (-0.231, 3.087, 0.874)
C (4.876, 1.275, -1.048)
C (-1.510, 1.138, 1.712)
C (5.926, -1.254, 1.992)
C (-0.185, -1.490, -4.333)
C (2.946, 1.270, 3.999)
C (-0.905, -1.857, -5.417)
C (0.660, -5.295, -2.424)
C (-1.786, 3.372, 2.795)
C (0.634, -3.114, 0.993)
C (-4.595, -2.589, -3.289)
H (-4.712, 6.071, 1.188)
H (2.911, 1.615, 5.032)
H (-3.869, 4.430, -2.040)
H (0.541, -4.415, 2.786)
H (0.400, -1.039, 4.180)
H (4.192, -1.116, 4.455)
H (0.346, 0.720, 3.953)
H (-0.106, 2.723, -0.147)
H (3.909, -3.152, -1.885)
H (6.717, -1.771, 2.535)
H (-1.658, 4.448, 2.681)
H (-3.280, 2.221, -3.812)
H (3.985, 1.268, 3.671)
H (0.582, 2.663, 1.473)
H (5.339, -0.686, 2.714)
H (2.740, -2.127, 4.605)
H (-7.725, 0.051, 1.221)
H (6.092, 3.345, 0.352)
H (2.970, -6.482, -2.862)
H (3.168, 3.698, 0.737)
H (5.292, -3.905, 2.604)
H (3.790, 3.756, -0.916)
H (-4.690, -2.837, -4.339)
H (-1.288, 0.549, 0.818)
H (-4.873, 1.751, -1.469)
H (0.426, -5.719, -3.402)
H (-5.311, 4.200, -1.033)
H (-0.717, 0.927, 2.424)
H (-2.763, 3.196, 3.237)
H (-1.436, 3.476, -4.939)
H (6.829, -3.230, 0.473)
H (4.036, 0.832, -1.588)
H (3.710, -5.617, -1.509)
H (-6.389, -2.699, -0.432)
H (3.893, -2.877, 2.940)
H (-0.112, 4.169, 0.871)
H (0.851, -1.212, -4.259)
H (-6.327, 0.766, 3.134)
H (6.054, -2.148, -0.682)
H (-1.702, 5.640, 0.855)
H (1.586, -3.283, 0.530)
H (0.919, 2.999, -4.242)
H (-4.247, 1.976, 2.761)
H (0.877, 0.049, 5.492)
H (2.396, 1.977, 3.378)
H (-2.446, 0.762, 2.126)
H (6.386, -0.546, 1.303)
H (5.388, 1.968, -1.716)
H (2.934, -1.781, -1.504)
H (-2.654, 6.597, -0.270)
H (5.574, 0.479, -0.783)
H (-1.687, -3.232, 3.118)
H (-7.000, 0.585, -1.086)
H (3.852, -4.000, 1.577)
H (2.463, 2.652, -0.499)
H (3.895, -5.020, -3.182)
H (5.255, 3.055, 1.882)
H (-5.174, 4.397, 1.472)
H (-4.662, 5.817, -1.287)
H (5.348, -3.748, -0.313)
H (3.076, -0.864, 5.789)
H (-2.956, -2.407, -5.519)
H (0.492, -6.055, -1.658)
H (-2.697, 0.572, -2.056)
H (6.313, 1.810, 1.200)
H (1.324, 1.305, -2.491)
H (-0.638, -1.953, -6.453)
H (-4.322, -1.704, 0.459)
H (-1.039, 3.038, 3.522)
H (-2.142, -1.529, 1.308)
H (-6.592, -3.212, -2.851)
H (-1.650, 5.279, -0.880)
H (-3.726, 5.066, 2.239)

Löwdin atomic charge list, values in e, 5 entries: atom 1 (Ir): 1.350, atom 2 (S): 0.519, atom 3 (P): 1.167, atom 4 (Si): -0.019, atom 5 (O): -0.118

=====

Record 2
Below is a cluster of 2 separate species, C3H8OSi in total in a non-equilibrium geometry, with properties calculated with ωB97M-V/def2-TZVPD.

Summary:
F_max   3.3 eV/Å
Energy above the lowest of the compared OMol25 structures with the same formula, charge and spin   202.8 kJ/mol
Net charge   0
Gap between HOMO and LUMO   9.134 eV
HOMO level   -8.7421 eV
Total energy   -483.7654 a.u.
Lowest unoccupied orbital energy   0.014 Eh

Cartesian coordinates (Å):
Si (-0.145, 0.122, 0.338)
O (-0.567, 0.461, 1.874)
C (-0.385, 1.436, -0.973)
C (1.703, -1.720, 0.736)
C (-1.463, 0.297, -0.977)
H (1.567, -1.975, 1.766)
H (1.471, -2.505, 0.039)
H (-0.755, 2.418, -0.698)
H (2.628, -1.216, 0.516)
H (-2.465, 0.603, -0.697)
H (-1.479, -0.319, -1.864)
H (0.222, 1.489, -1.865)
H (-0.273, 1.247, 2.331)

Löwdin atomic charge list, values in e, 5 entries: atom 1 (Si): 0.667, atom 2 (O): -0.191, atom 3 (C): -0.279, atom 4 (C): -0.047, atom 5 (C): -0.273

=====

Record 3
Below is a structure of composition C14H17BrCoN7O2, with properties calculated with ωB97M-V/def2-TZVPD.

Summary:
F_max   0.1 eV/Å
Energy above the lowest of the compared OMol25 structures with the same formula, charge and spin   0.0 kJ/mol
Net charge   +1
Gap between HOMO and LUMO (spin up / spin down)   8.419 / 8.233 eV
HOMO level (spin up / spin down)   -10.7374 / -10.7010 eV
Spin multiplicity   2
Total energy   -5034.0002 a.u.
Lowest unoccupied orbital energy (spin up / spin down)   -0.085 / -0.091 Eh

Cartesian coordinates (Å):
Br (5.006, 3.187, -1.788)
Co (-0.257, -0.274, 0.246)
O (0.810, -1.924, 0.019)
O (1.071, -1.707, -2.171)
N (-3.414, -1.952, 2.191)
N (3.111, -3.242, -2.392)
N (-2.845, -0.936, 1.634)
N (-1.325, 1.336, 0.429)
N (-2.774, -3.093, 2.090)
N (-4.667, -1.866, 2.760)
N (-1.726, -1.420, 1.119)
C (1.221, 0.776, -0.387)
C (-3.262, 2.574, -0.203)
C (2.474, 0.582, 0.203)
C (-1.702, -2.727, 1.404)
C (2.258, 2.443, -1.831)
C (-1.755, 3.457, 1.423)
C (3.482, 2.220, -1.219)
C (2.635, -3.091, -1.025)
C (-2.913, 3.589, 0.674)
C (3.600, 1.298, -0.195)
C (-0.983, 2.322, 1.266)
C (1.146, 1.731, -1.404)
C (1.421, -2.185, -1.018)
C (-2.446, 1.464, -0.290)
H (4.059, -2.917, -2.514)
H (-1.438, 4.227, 2.112)
H (-4.749, -0.967, 3.221)
H (3.051, -4.193, -2.728)
H (2.359, -4.034, -0.553)
H (1.737, -2.085, -2.810)
H (4.556, 1.142, 0.288)
H (-0.053, 2.193, 1.802)
H (3.374, -2.617, -0.377)
H (0.198, 1.932, -1.895)
H (-4.151, 2.634, -0.813)
H (-4.753, -2.629, 3.423)
H (-0.909, -3.393, 1.120)
H (2.594, -0.141, 1.006)
H (2.177, 3.169, -2.629)
H (-2.688, 0.644, -0.954)
H (-3.531, 4.472, 0.767)

Löwdin atomic charge list, values in e, 5 entries: atom 1 (Br): 0.743, atom 2 (Co): 0.566, atom 3 (O): -0.017, atom 4 (O): 0.165, atom 5 (N): -0.272